Record 1
68
Properties=species:S:1:pos:R:3:lowdin_charge:R:1 method="wB97M-V/def2-TZVPD" spin_multiplicity=1 e_tot_ha=-2364.83154 homo_lumo_gap_ev="2.2998 / 2.2962" fmax_ev_per_a=3.2 charge=+4
Hf -0.157 -0.098 0.967 1.3068
P -1.821 1.948 1.172 0.6907
P -2.039 -1.398 2.184 0.6905
P 1.564 1.388 -0.167 0.6847
H -1.010 -2.450 -0.513 0.0896
C -0.039 -1.931 -0.471 -0.1896
C 0.910 -2.174 0.580 -0.1719
H 0.705 -2.926 1.350 0.0745
C -2.924 1.996 -0.281 -0.2122
C -2.990 2.110 2.568 -0.2244
C -1.096 3.624 1.216 -0.2246
C -1.735 -3.191 2.313 -0.2226
C -2.438 -1.027 3.927 -0.2120
C -3.665 -1.359 1.340 -0.2232
C 2.959 0.355 -0.721 -0.2684
C 2.474 2.753 0.625 -0.2068
C 0.787 2.228 -1.595 -0.2579
H 0.317 -1.656 -1.470 0.0149
H 1.985 -2.063 0.390 0.0882
H -3.570 2.878 -0.210 0.0912
H -3.543 1.092 -0.319 0.0477
H -2.328 2.051 -1.200 0.0510
H -3.497 3.079 2.481 0.0886
H -2.449 2.091 3.522 0.0511
H -3.741 1.314 2.568 0.0449
H -1.915 4.342 1.347 0.0880
H -0.554 3.865 0.299 0.0340
H -0.409 3.717 2.066 0.0519
H -2.687 -3.698 2.527 0.0903
H -1.025 -3.368 3.133 0.0721
H -1.303 -3.584 1.386 0.0395
H -3.368 -1.548 4.201 0.0920
H -2.557 0.048 4.095 0.0239
H -1.614 -1.385 4.558 0.0643
H -4.296 -2.132 1.798 0.0830
H -3.520 -1.583 0.274 0.0600
H -4.143 -0.376 1.429 0.0359
H 3.635 0.938 -1.358 0.0881
H 2.622 -0.527 -1.281 -0.0210
H 3.515 0.003 0.161 0.0687
H 3.146 3.210 -0.113 0.0893
H 3.073 2.364 1.456 0.0662
H 1.789 3.513 1.015 0.0455
H 1.571 2.668 -2.218 0.0828
H 0.120 3.023 -1.243 0.0301
H 0.192 1.538 -2.206 0.0049
C 1.736 -1.141 -5.139 -0.5695
C 1.188 -0.560 -6.298 -0.0600
C 1.213 -1.257 -7.504 -0.0012
C 1.822 -2.517 -7.566 0.0370
C 2.502 -3.033 -6.450 -0.0018
C 2.483 -2.333 -5.235 -0.0594
S 1.493 -0.373 -3.593 0.8834
H 0.393 -1.062 -3.144 -0.0860
H 0.709 0.413 -6.212 0.1190
H 0.737 -0.819 -8.383 0.1392
H 1.772 -3.104 -8.484 0.1444
H 3.030 -3.989 -6.519 0.1376
H 2.998 -2.702 -4.347 0.1164
N 1.702 -0.669 3.461 0.0362
C 2.082 -0.241 4.669 0.0324
C 1.436 0.958 4.903 0.0291
C 0.656 1.226 3.791 -0.0677
N 0.819 0.197 2.890 -0.1896
H 1.995 -1.515 2.978 0.1651
H 2.793 -0.785 5.261 0.1629
H 1.514 1.587 5.767 0.1401
H -0.006 2.055 3.572 0.1020



Record 2
68
Properties=species:S:1:pos:R:3:lowdin_charge:R:1 method="wB97M-V/def2-TZVPD" spin_multiplicity=3 e_tot_ha=-4388.14625 homo_lumo_gap_ev="2.7423 / 2.8199" fmax_ev_per_a=3.6 charge=+4
Mo 0.619 0.403 -0.402 1.0491
P 2.903 0.562 0.595 0.7727
P -0.755 -1.211 1.143 0.7479
P -0.661 2.208 0.544 0.7262
H 1.047 1.535 -3.658 0.0913
C 0.930 2.117 -2.742 0.0624
C 1.714 1.724 -1.681 -0.3154
H 2.203 0.638 -1.678 0.0362
C 4.202 0.066 -0.634 -0.1838
C 3.090 -0.512 2.025 -0.2091
C 3.523 2.218 1.044 -0.1921
C -2.482 -1.523 0.595 -0.2156
C -0.173 -2.943 1.312 -0.2366
C -0.982 -0.772 2.913 -0.2283
C -0.604 3.827 -0.333 -0.1941
C -0.103 2.622 2.244 -0.1922
C -2.464 2.005 0.784 -0.2096
H 0.786 3.202 -2.936 0.1219
H 1.654 2.328 -0.681 0.0327
H 4.036 0.520 -1.641 0.0708
H 4.218 -1.023 -0.741 0.0647
H 5.183 0.415 -0.294 0.0886
H 2.842 -1.559 1.760 0.0542
H 2.417 -0.173 2.821 0.0582
H 4.106 -0.480 2.399 0.0869
H 3.381 2.928 0.220 0.0667
H 4.605 2.187 1.228 0.0958
H 3.030 2.599 1.940 0.0540
H -2.975 -2.206 1.307 0.0929
H -2.449 -1.988 -0.398 0.0587
H -3.056 -0.593 0.521 0.0293
H -0.817 -3.461 2.036 0.0880
H 0.864 -2.974 1.670 0.0452
H -0.242 -3.460 0.345 0.0536
H -1.407 -1.641 3.430 0.0839
H -1.664 0.075 3.045 0.0454
H -0.014 -0.532 3.371 0.0486
H -1.108 4.577 0.287 0.0900
H -1.103 3.744 -1.301 0.0464
H 0.430 4.138 -0.499 0.0584
H -0.589 3.553 2.563 0.0923
H 0.986 2.747 2.270 0.0289
H -0.371 1.820 2.943 0.0394
H -2.873 2.930 1.215 0.0939
H -2.676 1.165 1.461 0.0284
H -2.930 1.817 -0.192 0.0482
C -3.061 2.509 -3.628 -0.5277
C -1.919 3.026 -4.279 -0.1736
C -1.823 4.382 -4.542 -0.0680
C -2.844 5.301 -4.232 -0.0037
C -3.866 4.815 -3.411 -0.0424
C -3.998 3.460 -3.126 -0.0932
Se -3.305 0.534 -3.507 0.9312
H -2.347 -0.225 -4.323 -0.1517
H -1.135 2.321 -4.523 0.0705
H -0.927 4.781 -5.071 0.1351
H -2.770 6.369 -4.475 0.1400
H -4.599 5.507 -2.992 0.1342
H -4.768 3.097 -2.472 0.1080
N 1.429 -2.411 -1.481 0.0201
C 1.554 -3.160 -2.570 0.0292
C 1.030 -2.420 -3.613 0.0312
C 0.588 -1.211 -3.097 -0.0778
N 0.798 -1.228 -1.752 -0.1814
H 1.716 -2.693 -0.531 0.1573
H 1.959 -4.147 -2.570 0.1625
H 0.952 -2.710 -4.638 0.1373
H 0.175 -0.326 -3.567 0.0878



Record 3
68
Properties=species:S:1:pos:R:3:lowdin_charge:R:1 method="wB97M-V/def2-TZVPD" spin_multiplicity=5 e_tot_ha=-2084.41744 homo_lumo_gap_ev="5.9219 / 2.5071" fmax_ev_per_a=4.0 charge=+4
Os 0.449 0.692 -1.110 0.6241
P -1.687 0.268 -0.248 0.6862
P 0.961 0.514 -3.304 0.6576
P 0.465 2.864 -0.639 0.5887
H 2.785 -0.017 3.331 0.1188
C 2.040 0.726 3.631 0.1959
C 0.763 0.389 3.871 0.2338
H 0.430 -0.647 3.803 0.1281
C -1.946 -1.314 0.656 -0.2309
C -3.079 0.146 -1.462 -0.2086
C -2.434 1.404 0.994 -0.2346
C 2.394 -0.593 -3.598 -0.2185
C -0.346 -0.161 -4.395 -0.1961
C 1.460 2.079 -4.113 -0.2320
C 0.453 3.115 1.172 -0.2255
C -0.918 3.858 -1.333 -0.2042
C 1.936 3.808 -1.148 -0.2233
H 2.396 1.766 3.713 0.1237
H 0.004 1.147 4.095 0.1320
H -1.160 -1.464 1.411 0.0376
H -1.947 -2.159 -0.042 0.0515
H -2.919 -1.270 1.163 0.0739
H -2.938 -0.747 -2.087 0.0626
H -3.104 1.038 -2.103 0.0580
H -4.026 0.068 -0.912 0.0788
H -1.824 1.434 1.907 0.0329
H -3.428 1.008 1.248 0.0761
H -2.556 2.419 0.600 0.0375
H 3.044 -0.173 -4.379 0.0716
H 2.054 -1.586 -3.918 0.0670
H 2.983 -0.700 -2.680 -0.0021
H -0.181 0.188 -5.424 0.0803
H -1.324 0.194 -4.054 0.0405
H -0.332 -1.257 -4.377 0.0579
H 1.467 1.955 -5.205 0.0771
H 2.467 2.366 -3.787 0.0447
H 0.756 2.878 -3.862 0.0390
H 1.015 4.032 1.396 0.0674
H 0.935 2.273 1.690 -0.0013
H -0.571 3.225 1.547 0.0462
H -0.696 4.924 -1.180 0.0760
H -1.870 3.616 -0.846 0.0405
H -1.012 3.666 -2.410 0.0552
H 1.955 4.745 -0.574 0.0732
H 1.907 4.044 -2.217 0.0516
H 2.854 3.248 -0.926 0.0138
C 4.094 1.121 0.034 -0.3279
C 4.851 0.762 -1.140 0.1440
C 5.825 1.596 -1.641 0.1067
C 6.200 2.754 -0.947 0.0779
C 5.591 3.054 0.274 0.0890
C 4.582 2.257 0.779 0.1232
O 3.010 0.516 0.354 -0.0282
H -0.839 1.016 -2.036 -0.0480
H 4.574 -0.165 -1.633 0.1364
H 6.308 1.343 -2.590 0.1718
H 6.982 3.407 -1.348 0.1649
H 5.912 3.932 0.847 0.1713
H 4.086 2.468 1.728 0.1477
N 1.758 -1.879 0.094 -0.0046
C 1.755 -3.228 0.095 -0.0257
C 0.856 -3.633 -0.873 -0.0031
C 0.333 -2.473 -1.457 -0.1176
N 0.902 -1.391 -0.853 -0.2007
H 2.351 -1.242 0.632 0.1106
H 2.369 -3.772 0.790 0.1408
H 0.581 -4.640 -1.142 0.1308
H -0.415 -2.365 -2.226 0.1178